# 1
Formula: C30H43BBr2ClN5O6S
Source: the OMol25 dataset
Level of theory: ωB97M-V with the def2-TZVPD basis set

Geometry (Å):
1 C -2.74875 2.77074 -1.86741
2 C -1.70739 1.98605 -1.51446
3 N -1.80792 0.58121 -1.25034
4 C -1.80271 0.23056 0.14070
5 C -0.58328 0.15344 0.80099
6 C -0.53594 -0.18039 2.14093
7 C -1.69553 -0.44809 2.86451
8 C -1.65244 -0.85054 4.28356
9 Br -0.43126 -2.26702 4.69003
10 C -2.34553 -0.34965 5.30831
11 C -2.29507 -0.83559 6.72963
12 Br -3.51166 1.12711 5.04186
13 C -2.91372 -0.36058 2.20192
14 C -2.96151 -0.01144 0.86369
15 S -4.53865 0.12902 0.07735
16 C -4.10345 -0.35294 -1.57068
17 C -5.06494 -0.99326 -2.36036
18 C -6.43340 -1.29606 -1.79174
19 B -7.27865 -2.34525 -2.61847
20 O -6.81851 -3.62707 -2.82376
21 O -8.52201 -1.98266 -3.13733
22 C -4.70703 -1.32358 -3.66094
23 C -3.43918 -1.03882 -4.14021
24 C -2.50133 -0.43215 -3.33343
25 Cl -0.91857 -0.12226 -3.95873
26 C -2.81801 -0.07010 -2.02278
27 H -3.66732 2.77727 -1.28933
28 H -2.66330 3.40538 -2.74346
29 H -0.70063 2.38807 -1.40838
30 H 0.34227 0.35347 0.26794
31 H 0.42552 -0.23851 2.63681
32 H -1.41853 -0.42247 7.23165
33 H -3.17259 -0.47729 7.26452
34 H -2.32508 -1.92178 6.78262
35 H -3.84113 -0.56636 2.72018
36 H -6.99694 -0.38356 -1.58221
37 H -6.25276 -1.76111 -0.81177
38 H -7.48890 -4.24948 -2.51938
39 H -9.18391 -1.85520 -2.45023
40 H -5.42609 -1.79680 -4.31939
41 H -3.18511 -1.31152 -5.15546
42 C 5.51053 1.16040 -1.51220
43 N 4.06638 1.37092 -1.44779
44 C 3.12414 0.58577 -0.89264
45 C 3.58291 -0.69674 -0.23852
46 O 1.93782 0.90444 -0.92129
47 H 6.01517 1.98398 -1.02031
48 H 5.80749 1.12185 -2.56255
49 H 5.79791 0.23498 -1.02653
50 H 3.69131 2.20599 -1.86930
51 H 2.71354 -1.21454 0.15702
52 H 4.07671 -1.34172 -0.96531
53 H 4.27257 -0.48712 0.58000
54 C 7.70725 2.54146 3.97739
55 N 8.02278 2.13424 2.62171
56 C 7.36697 2.44814 1.47324
57 C 6.14715 3.33471 1.59475
58 O 7.75939 2.02185 0.39893
59 H 8.54383 3.09553 4.40620
60 H 7.52148 1.66390 4.59869
61 H 6.82592 3.17297 3.99551
62 H 8.82511 1.54190 2.47671
63 H 5.73206 3.49768 0.60542
64 H 5.38669 2.86305 2.21814
65 H 6.41451 4.30042 2.02472
66 C -4.53518 -3.62922 3.05692
67 N -4.34677 -3.37956 4.47361
68 C -5.24463 -3.51434 5.48297
69 C -6.63592 -3.98204 5.12212
70 O -4.92638 -3.26215 6.63443
71 H -3.83965 -4.39897 2.71820
72 H -4.34469 -2.72254 2.48212
73 H -5.54839 -3.96214 2.85752
74 H -3.44390 -3.06686 4.79459
75 H -7.22596 -4.03665 6.03149
76 H -7.11196 -3.28188 4.43456
77 H -6.60414 -4.97061 4.66261
78 C 6.53692 2.69665 -7.21868
79 N 6.54308 1.77039 -6.10313
80 C 5.48197 1.27875 -5.41341
81 C 4.10289 1.73194 -5.83178
82 O 5.64912 0.49918 -4.48790
83 H 6.99971 2.23395 -8.09180
84 H 7.10360 3.59359 -6.96364
85 H 5.52342 2.98583 -7.47404
86 H 7.43163 1.42805 -5.77255
87 H 3.37314 1.25253 -5.18621
88 H 4.00428 2.81375 -5.73239
89 H 3.89912 1.44753 -6.86456


# 2
Formula: CH5OS
Source: the OMol25 dataset
Level of theory: ωB97M-V with the def2-TZVPD basis set

Geometry (Å):
1 S -1.34618 -0.09667 1.08537
2 H -1.23571 -1.43706 1.24954
3 C 1.17537 0.21789 -1.70248
4 O 1.48914 0.10441 -0.36923
5 H 0.18262 0.58560 -2.00035
6 H 1.86758 0.91760 -2.20369
7 H 1.26385 -0.71499 -2.27305
8 H 0.68721 0.15251 0.22345

Output
- Total charge: -1


# 3
Formula: C23H24N5O3PbS6Sb
Source: the OMol25 dataset
Level of theory: ωB97M-V with the def2-TZVPD basis set

Geometry (Å):
1 Pb 1.45037 -0.41103 -1.65280
2 O -1.59543 2.39271 -4.37609
3 C -0.78870 1.65668 -3.79235
4 N -0.58826 1.53052 -2.49131
5 C -1.39236 1.68283 -1.45388
6 O -2.51181 1.16936 -1.27930
7 C -0.81282 2.49815 -0.30611
8 C -1.66378 2.92531 0.71068
9 C -1.14475 3.68594 1.74215
10 C 0.21027 3.98211 1.73571
11 C 0.98547 3.48673 0.69695
12 N 0.48984 2.77015 -0.30584
13 C 0.20594 0.89211 -4.65109
14 C -0.11286 0.68601 -5.98747
15 C 0.79205 0.02746 -6.80263
16 C 2.02383 -0.33811 -6.27698
17 C 2.27461 -0.07137 -4.94044
18 N 1.36451 0.49019 -4.13741
19 H -2.70783 2.64999 0.65921
20 H -1.77986 4.03611 2.54744
21 H 0.66076 4.57481 2.52202
22 H 2.05864 3.64791 0.67150
23 H -1.05966 1.05987 -6.34866
24 H 0.54638 -0.18642 -7.83675
25 H 2.77465 -0.83594 -6.87545
26 H 3.22653 -0.33463 -4.48649
27 S 3.66999 -3.33950 -1.35827
28 Sb 5.37560 -1.50575 -1.06751
29 S 3.67428 0.18247 -0.45699
30 S 2.43209 -2.58080 -2.82511
31 S 6.03273 -0.92646 -3.18517
32 C 1.56368 -2.28639 1.72974
33 S 0.46770 -0.87313 1.91760
34 O -0.81093 -1.37917 2.51950
35 C 1.37313 -0.16425 3.31026
36 C 2.71470 0.18641 3.19841
37 C 3.36522 0.71895 4.30130
38 C 2.67911 0.92552 5.49328
39 C 1.33062 0.60818 5.57946
40 C 0.67575 0.05509 4.48557
41 H 1.61186 -2.82091 2.67850
42 H 2.54262 -1.91444 1.42243
43 H 1.15737 -2.91013 0.93598
44 H 3.23682 0.07187 2.25162
45 H 4.41569 0.97212 4.22920
46 H 3.19546 1.33271 6.35453
47 H 0.78624 0.79085 6.49838
48 H -0.37141 -0.21719 4.52928
49 S -0.86856 -2.66623 -0.87122
50 C -2.29181 -2.25953 -0.08176
51 N -2.91185 -3.16430 0.72022
52 C -4.01409 -2.83777 1.60729
53 C -4.88164 -1.78116 0.94093
54 C -3.99449 -0.60990 0.55801
55 N -2.90057 -1.08039 -0.26988
56 H -2.33695 -3.96207 0.92939
57 H -3.64705 -2.45983 2.56852
58 H -4.58680 -3.74912 1.78976
59 H -5.67453 -1.45155 1.61425
60 H -5.34066 -2.20603 0.04478
61 H -3.60122 -0.13663 1.46511
62 H -4.54049 0.14218 -0.00983
63 H -2.43334 -0.37117 -0.83216

Output
- Total charge: -2


HOMO-LUMO gap: 0.2928, 0.2631, 0.1898 (Eh)
E_LUMO: 0.2, 4.3, 4.0 (eV)
Maximum force: 2.155, 1.658, 1.164 (eV Å⁻¹)